Record 1
# C44H98I2N2O14PS2

14 unconnected molecules or ions with the total composition C44H98I2N2O14PS2 (ωB97M-V with the def2-TZVPD basis set, the OMol25 dataset).

Values from the calculation:
Max |F| = 4.08 eV/Å
Total charge = +1
Gap between HOMO and LUMO = 6.595 eV
E = -4630.677542 Eh

Geometry as XYZ:
```
163
C44H98I2N2O14PS2 (ωB97M-V with the def2-TZVPD basis set)
C 6.537 -0.087 0.947
C 5.451 -0.697 1.919
C 4.568 -1.836 1.229
C 4.055 -1.225 -0.125
N 2.964 -2.035 -0.770
C 1.665 -1.605 -0.222
C 0.438 -2.459 -0.730
C -0.831 -2.045 0.112
C -2.165 -1.964 -0.788
C -2.420 -0.432 -1.046
C -1.332 0.344 -1.606
N -1.428 1.719 -1.839
C -0.220 2.334 -2.415
I 1.442 2.596 -1.046
C -0.152 2.698 -3.738
C 1.195 3.333 -4.264
I -1.816 2.435 -5.083
C -2.574 2.450 -1.551
C -2.597 3.999 -1.796
C -1.529 4.742 -0.890
C -0.772 5.902 -1.343
C 0.223 6.471 -0.412
C 0.447 5.887 0.907
C -0.326 4.723 1.375
C -0.093 4.074 2.774
C -1.309 4.167 0.450
C -3.739 1.723 -1.018
P -5.353 2.611 -0.649
O -5.724 3.582 -1.794
C -3.692 0.272 -0.755
C -4.859 -0.589 -0.199
C -5.387 -1.646 -1.269
C -6.658 -2.427 -0.723
C 3.082 -1.744 -2.182
S 2.219 -0.596 -3.008
S 4.262 -2.785 -3.086
C 5.365 -1.752 -4.142
C 5.508 -0.233 -3.709
C 4.774 0.637 -4.843
H 7.223 0.595 1.517
H 6.100 0.512 0.103
H 7.196 -0.874 0.475
H 4.769 0.158 2.209
H 5.974 -1.065 2.837
H 3.742 -2.060 1.958
H 5.268 -2.724 1.083
H 4.919 -1.247 -0.848
H 3.689 -0.165 -0.013
H 1.721 -1.789 0.894
H 1.476 -0.491 -0.318
H 0.687 -3.544 -0.568
H 0.342 -2.244 -1.829
H -0.719 -1.069 0.654
H -1.032 -2.841 0.875
H -2.990 -2.407 -0.181
H -1.971 -2.520 -1.744
H -0.376 -0.176 -1.846
H 1.346 4.328 -3.757
H 1.140 3.553 -5.363
H 2.079 2.700 -3.999
H -3.584 4.457 -1.540
H -2.302 4.182 -2.859
H -0.918 6.336 -2.360
H 0.872 7.339 -0.682
H 1.214 6.274 1.623
H 0.983 4.244 3.068
H -0.753 4.488 3.573
H -0.201 2.954 2.692
H -1.887 3.278 0.804
H -6.418 1.649 -0.631
H -5.342 3.227 0.634
H -4.405 -1.221 0.624
H -5.683 -0.011 0.279
H -4.618 -2.451 -1.454
H -5.576 -1.181 -2.273
H -6.365 -3.135 0.102
H -6.971 -3.097 -1.577
H -7.473 -1.720 -0.429
H 5.127 -1.816 -5.241
H 6.394 -2.209 -4.048
H 6.583 0.077 -3.744
H 5.064 0.015 -2.716
H 5.506 1.118 -5.540
H 4.164 1.461 -4.366
H 4.017 0.015 -5.400
C 3.478 -3.764 4.601
O 3.306 -2.372 4.847
H 3.924 -3.894 3.616
H 4.138 -4.192 5.357
H 2.506 -4.263 4.627
H 2.911 -2.282 5.720
C -4.270 -4.930 1.790
O -4.499 -3.543 2.018
H -3.823 -5.054 0.803
H -3.586 -5.319 2.547
H -5.217 -5.473 1.828
H -4.893 -3.460 2.898
C -1.760 -7.146 4.594
O -2.498 -6.115 5.243
H -1.431 -6.781 3.622
H -0.886 -7.410 5.196
H -2.396 -8.023 4.454
H -2.779 -6.459 6.098
C 9.679 -1.077 -2.315
O 9.370 0.265 -2.669
H 9.299 -1.269 -1.313
H 9.204 -1.767 -3.020
H 10.761 -1.225 -2.325
H 9.715 0.412 -3.557
C -4.432 -0.906 4.830
O -4.777 -2.249 5.150
H -5.309 -0.412 4.413
H -4.116 -0.378 5.733
H -3.626 -0.895 4.092
H -3.988 -2.666 5.516
C -1.464 6.962 5.540
O -0.352 6.079 5.646
H -2.272 6.444 5.024
H -1.803 7.255 6.536
H -1.182 7.849 4.968
H 0.348 6.557 6.104
C -7.070 6.445 0.457
O -5.904 6.165 -0.303
H -6.893 7.340 1.052
H -7.917 6.619 -0.211
H -7.292 5.607 1.125
H -6.076 5.362 -0.819
C -0.212 2.099 -9.228
O -0.969 3.109 -8.572
H 0.109 2.479 -10.196
H 0.668 1.846 -8.631
H -0.828 1.209 -9.377
H -1.243 2.753 -7.719
C 7.414 -5.651 0.850
O 7.133 -4.297 0.513
H 7.030 -5.848 1.850
H 6.926 -6.321 0.138
H 8.493 -5.821 0.839
H 7.481 -4.146 -0.373
C -9.116 2.978 1.727
O -8.173 3.228 2.763
H -9.998 2.513 2.163
H -9.401 3.921 1.255
H -8.681 2.303 0.985
H -7.402 3.640 2.357
C 2.497 -6.532 6.556
O 3.643 -6.814 5.767
H 2.699 -5.656 7.171
H 1.643 -6.326 5.904
H 2.272 -7.382 7.205
H 3.436 -7.590 5.235
C 1.920 7.639 -5.230
O 2.203 6.772 -4.135
H 2.797 7.685 -5.873
H 1.073 7.253 -5.802
H 1.691 8.641 -4.860
H 1.415 6.747 -3.581
C -1.870 -7.036 -0.719
O -1.513 -7.022 0.658
H -2.907 -7.358 -0.807
H -1.767 -6.032 -1.141
H -1.229 -7.733 -1.263
H -0.595 -6.735 0.710
```

Atom charges from the Mulliken analysis, given in e for atoms 1 to 4: atom 1 (C): -0.8431, atom 2 (C): -0.6525, atom 3 (C): 0.3363, atom 4 (C): -0.4037

=====

Record 2
# C45H102F4IN13O8P3

4 unconnected molecules or ions with the total composition C45H102F4IN13O8P3 (ωB97M-V with the def2-TZVPD basis set, the OMol25 dataset).

Values from the calculation:
Max |F| = 7.53 eV/Å
Total charge = +1
Gap between HOMO and LUMO = 5.198 eV
E = -4810.135263 Eh

Geometry as XYZ:
```
176
C45H102F4IN13O8P3 (ωB97M-V with the def2-TZVPD basis set)
C -2.281 7.741 0.767
C -0.907 8.344 0.343
O 0.239 7.692 0.892
C 0.428 6.378 0.404
C 0.898 6.435 -1.091
O 1.881 5.452 -1.451
C 1.330 4.179 -1.731
N 1.674 3.664 -3.074
C 3.077 3.625 -3.316
N 3.651 2.462 -3.234
C 2.885 1.213 -2.960
C 2.613 0.949 -1.437
C 3.040 -0.476 -0.949
C 1.907 -1.554 -1.056
C 2.228 -2.659 0.015
C 1.671 -4.065 -0.368
C 2.576 -4.779 -1.445
C 1.799 -4.737 -2.820
C 0.895 -6.014 -2.945
C 0.740 -6.386 -4.479
C 0.952 -7.930 -4.625
C 0.802 -8.364 -6.104
O 1.920 -7.876 -6.852
C 1.935 -8.435 -8.162
C 5.099 2.285 -3.450
I 5.405 1.492 -5.471
C 5.789 1.338 -2.439
C 5.763 1.849 -0.953
N 3.783 4.767 -3.613
C 2.956 5.806 -4.267
F 3.764 6.518 -5.137
C 1.758 5.242 -5.054
C 0.917 4.267 -4.154
F -0.193 4.981 -3.750
N 0.427 3.197 -5.072
C -0.410 3.734 -6.117
O -1.552 3.793 -6.007
F 0.119 4.139 -7.276
C -0.347 2.200 -4.372
O -0.488 1.168 -4.856
F -0.906 2.438 -3.181
H -2.446 7.981 1.836
H -2.378 6.652 0.612
H -3.053 8.213 0.120
H -0.885 9.380 0.744
H -0.891 8.450 -0.765
H -0.458 5.719 0.520
H 1.268 5.944 0.992
H -0.003 6.449 -1.738
H 1.385 7.426 -1.225
H 0.244 4.126 -1.512
H 1.796 3.478 -1.003
H 3.437 0.331 -3.340
H 1.914 1.203 -3.477
H 1.510 0.999 -1.283
H 3.039 1.713 -0.759
H 3.322 -0.405 0.123
H 3.924 -0.883 -1.481
H 0.885 -1.146 -0.945
H 2.001 -2.078 -2.033
H 3.334 -2.772 0.088
H 1.878 -2.381 1.030
H 1.741 -4.703 0.545
H 0.600 -4.060 -0.650
H 3.566 -4.278 -1.532
H 2.762 -5.841 -1.208
H 2.543 -4.674 -3.644
H 1.119 -3.860 -2.876
H -0.117 -5.781 -2.561
H 1.305 -6.894 -2.414
H 1.528 -5.899 -5.089
H -0.253 -6.055 -4.840
H 1.978 -8.204 -4.312
H 0.164 -8.459 -4.051
H -0.138 -8.011 -6.585
H 0.833 -9.481 -6.150
H 1.140 -7.925 -8.753
H 1.795 -9.537 -8.165
H 2.919 -8.187 -8.606
H 5.655 3.237 -3.438
H 6.860 1.305 -2.735
H 5.443 0.291 -2.550
H 5.513 0.998 -0.284
H 5.068 2.693 -0.783
H 6.796 2.136 -0.668
H 4.536 4.595 -4.289
H 2.590 6.561 -3.543
H 2.107 4.734 -5.973
H 1.101 6.096 -5.314
O -3.418 4.795 1.151
P -4.020 3.400 1.305
N -2.700 2.773 2.197
C -1.564 1.978 1.797
C -2.603 3.214 3.583
N -4.078 3.100 -0.400
C -3.263 2.170 -1.149
C -4.313 4.286 -1.233
N -4.835 1.887 1.575
C -4.303 0.544 1.674
C -6.259 1.912 1.218
H -1.446 1.122 2.473
H -0.631 2.558 1.815
H -1.667 1.553 0.803
H -3.283 2.633 4.221
H -2.869 4.270 3.682
H -1.593 3.106 3.982
H -2.190 2.336 -0.994
H -3.432 2.264 -2.225
H -3.523 1.132 -0.941
H -3.378 4.829 -1.430
H -5.014 4.971 -0.761
H -4.757 4.006 -2.192
H -3.561 0.304 0.913
H -5.095 -0.199 1.576
H -3.850 0.374 2.655
H -6.411 1.672 0.160
H -6.682 2.901 1.406
H -6.837 1.209 1.823
O 4.396 -7.181 0.130
P 5.337 -8.058 0.951
N 5.766 -6.855 2.088
C 6.927 -6.004 2.188
C 4.742 -6.509 3.064
N 6.415 -8.363 -0.371
C 7.777 -7.891 -0.517
C 5.783 -8.376 -1.697
N 6.203 -9.226 1.902
C 7.398 -9.069 2.704
C 5.959 -10.614 1.498
H 7.332 -6.036 3.208
H 6.691 -4.959 1.949
H 7.743 -6.312 1.541
H 4.724 -7.244 3.880
H 3.749 -6.489 2.606
H 4.906 -5.523 3.503
H 7.860 -6.803 -0.427
H 8.180 -8.146 -1.501
H 8.460 -8.385 0.175
H 5.684 -7.362 -2.104
H 4.794 -8.830 -1.662
H 6.370 -8.974 -2.400
H 8.187 -8.497 2.217
H 7.832 -10.039 2.952
H 7.169 -8.589 3.659
H 6.645 -10.927 0.703
H 4.938 -10.732 1.130
H 6.064 -11.302 2.341
O -8.945 3.211 8.293
P -8.056 3.433 7.076
N -7.500 4.982 7.532
C -7.909 6.305 7.120
C -6.538 5.017 8.624
N -9.359 3.320 5.939
C -9.903 4.385 5.120
C -10.461 2.437 6.344
N -6.927 3.453 5.749
C -6.461 4.559 4.944
C -6.774 2.156 5.084
H -7.030 6.904 6.848
H -8.448 6.832 7.916
H -8.545 6.303 6.239
H -5.528 4.787 8.255
H -6.790 4.286 9.396
H -6.503 5.992 9.113
H -10.213 5.255 5.709
H -10.791 4.053 4.577
H -9.215 4.686 4.328
H -11.170 2.956 6.999
H -10.094 1.556 6.867
H -11.005 2.069 5.469
H -7.246 5.241 4.621
H -5.971 4.208 4.032
H -5.706 5.140 5.483
H -7.522 2.018 4.294
H -6.888 1.342 5.803
H -5.777 2.044 4.646
```

Atom charges from the Mulliken analysis, given in e for atoms 1 to 4: atom 1 (C): -0.4074, atom 2 (C): -0.2871, atom 3 (O): -0.4826, atom 4 (C): -0.2112